No. 1
Here is a structure of composition C25H23AlBr3N5O2Se from the OMol25 dataset. Energies are from wB97M-V/def2-TZVPD.

Last column: Mulliken charge in e.
Cartesian coordinates (Å):
Al (0.8086, -1.4888, -1.6158)  0.28
Br (0.0274, -5.8332, -2.7497)  -0.08
C (1.0379, -5.0273, -4.1631)  -0.58
Br (1.7240, -3.2543, -3.7489)  0.04
H (0.4212, -4.9279, -5.0408)  0.38
H (1.9122, -5.6337, -4.3389)  0.41
Br (2.2153, -0.3335, 5.3028)  -0.14
C (2.6866, 1.0780, 4.1507)  0.07
C (3.4806, 0.8117, 3.0420)  -0.67
C (3.7559, 1.8277, 2.1413)  -0.07
C (3.2443, 3.1046, 2.3619)  -0.17
C (2.5492, 3.3798, 3.5290)  -0.12
C (2.2444, 2.3598, 4.4209)  -0.52
N (3.4118, 4.2271, 1.4685)  -0.34
N (3.4714, 4.0378, 0.2411)  -0.51
C (3.2001, 2.7621, -0.3397)  -0.32
C (4.0789, 2.2257, -1.2389)  -0.48
C (3.8387, 0.9814, -1.8693)  -0.78
C (2.6865, 0.3048, -1.6151)  0.16
O (2.3438, -0.9020, -2.1545)  -0.61
C (1.7377, 0.8778, -0.7431)  1.31
N (0.5802, 0.1567, -0.5667)  0.21
C (-0.3693, 0.6514, 0.2164)  -0.04
C (-0.2478, 1.8898, 0.8411)  -1.48
C (0.9015, 2.6253, 0.6646)  -0.60
C (1.9532, 2.1156, -0.1177)  0.36
H (3.8899, -0.1811, 2.8969)  0.54
H (4.4041, 1.6349, 1.2947)  0.60
H (2.2266, 4.3988, 3.7143)  0.50
H (1.6872, 2.5645, 5.3257)  0.46
H (4.9959, 2.7656, -1.4425)  0.47
H (4.5643, 0.5601, -2.5555)  0.56
H (-1.2600, 0.0456, 0.3486)  0.82
H (-1.0584, 2.2641, 1.4515)  0.53
H (0.9844, 3.6086, 1.1170)  0.66
C (0.6725, -3.8105, 0.4369)  -0.46
O (1.3312, -2.7344, -0.3104)  -0.08
H (0.8242, -3.6422, 1.4972)  0.31
H (1.0815, -4.7632, 0.1176)  0.29
H (-0.3805, -3.7628, 0.1846)  0.09
H (2.2793, -2.7039, -0.1106)  0.35
C (-2.9160, 0.8537, -2.6474)  -0.98
N (-3.2177, -0.1371, -1.6043)  0.53
C (-2.6164, -1.3120, -1.4163)  -0.78
Se (-1.2904, -2.1068, -2.5160)  -0.08
N (-3.2197, -1.9297, -0.3961)  0.27
C (-4.2654, -1.1400, 0.0978)  0.57
C (-5.1864, -1.3380, 1.1197)  -0.97
C (-6.0992, -0.3229, 1.3195)  -0.51
C (-6.0940, 0.8435, 0.5310)  -0.71
C (-5.1739, 1.0333, -0.4777)  -0.69
C (-4.2570, 0.0070, -0.6733)  0.90
H (-2.0013, 0.5751, -3.1551)  0.27
H (-2.7973, 1.8333, -2.1900)  0.38
H (-3.7303, 0.8864, -3.3672)  0.38
H (-3.0181, -2.8770, -0.1199)  0.30
H (-5.1970, -2.2414, 1.7176)  0.43
H (-6.8421, -0.4270, 2.1018)  0.42
H (-6.8370, 1.6087, 0.7201)  0.43
H (-5.1771, 1.9304, -1.0882)  0.46

- Net charge: +2
- DFT total energy: -11756.2488 a.u.
- Energy above the lowest of the compared OMol25 structures with the same formula, charge and spin: 0.0000 eV
- Multiplicity: 1
- HOMO energy: -13.0 eV
- Frontier orbital gap: 6.85 eV

***

No. 2
Here is a structure of composition C25H23AsN3ReSbSe4 from the OMol25 dataset. Energies are from wB97M-V/def2-TZVPD.

Last column: Mulliken charge in e.
Cartesian coordinates (Å):
Re (2.0828, -0.3912, -1.5387)  -0.25
Se (5.5558, -1.2995, -5.4879)  -0.13
Sb (4.4551, -2.9238, -4.3616)  1.18
Se (4.1697, -0.8332, -0.9980)  -0.07
Se (1.5301, -1.1370, -3.5543)  -0.16
Se (3.7645, -4.8647, -3.4273)  -0.12
N (-3.1958, -7.4358, 3.1292)  -0.33
C (-2.5783, -6.6263, 2.5988)  -0.25
C (-1.8051, -5.6139, 1.9391)  0.62
C (-1.7474, -5.5889, 0.5431)  -0.78
C (-1.0032, -4.6178, -0.0895)  -0.55
C (-0.3190, -3.6530, 0.6698)  0.77
C (-0.3839, -3.6877, 2.0742)  -0.40
C (-1.1192, -4.6658, 2.7047)  -0.85
C (0.4301, -2.6505, 0.0200)  0.25
C (1.0830, -1.7958, -0.5721)  0.64
H (-2.2859, -6.3332, -0.0266)  0.50
H (-0.9499, -4.5879, -1.1693)  0.51
H (0.1548, -2.9550, 2.6602)  0.43
H (-1.1716, -4.7128, 3.7835)  0.51
N (2.9157, 3.7021, -2.3431)  0.02
C (3.2169, 2.4889, -1.9008)  -0.43
N (2.1970, 1.6441, -2.0586)  0.19
C (1.1528, 2.3879, -2.6392)  0.54
C (-0.1438, 2.0297, -3.0059)  -0.50
C (-0.9340, 3.0221, -3.5552)  -1.02
C (-0.4591, 4.3294, -3.7420)  -0.58
C (0.8237, 4.6917, -3.3826)  -1.00
C (1.6090, 3.6921, -2.8227)  0.79
H (3.5478, 4.4913, -2.3377)  0.26
H (4.1727, 2.2321, -1.4740)  0.44
H (-0.5309, 1.0274, -2.8758)  0.52
H (-1.9458, 2.7863, -3.8562)  0.48
H (-1.1145, 5.0684, -4.1818)  0.45
H (1.1930, 5.6973, -3.5313)  0.48
C (1.0045, 2.6135, 0.6535)  -1.32
As (0.6930, 0.7195, 0.4329)  0.43
C (1.3083, 0.0057, 2.1147)  -0.95
C (-1.2483, 0.4989, 0.2536)  -0.73
C (-1.8978, 0.8758, 1.5507)  -0.09
C (-2.2566, 2.1989, 1.8025)  -0.32
C (-2.8452, 2.5442, 3.0097)  -0.75
C (-3.0769, 1.5706, 3.9723)  -0.51
C (-2.7297, 0.2489, 3.7236)  -0.68
C (-2.1387, -0.0977, 2.5188)  -0.11
H (0.4672, 2.9088, 1.5556)  0.58
H (0.6232, 3.1807, -0.1914)  0.29
H (2.0669, 2.7963, 0.8043)  0.44
H (0.5779, 0.2987, 2.8702)  0.43
H (2.2740, 0.4537, 2.3432)  0.48
H (1.3976, -1.0744, 2.0644)  0.24
H (-1.4286, -0.5356, -0.0306)  0.64
H (-1.5426, 1.1570, -0.5652)  0.55
H (-2.1095, 2.9577, 1.0411)  0.49
H (-3.1379, 3.5688, 3.1941)  0.43
H (-3.5432, 1.8389, 4.9104)  0.42
H (-2.9339, -0.5113, 4.4656)  0.44
H (-1.8910, -1.1347, 2.3156)  0.44

- Net charge: +3
- DFT total energy: -13289.7040 a.u.
- Energy above the lowest of the compared OMol25 structures with the same formula, charge and spin: 1.6914 eV
- Multiplicity: 1
- HOMO energy: -16.0 eV
- Frontier orbital gap: 4.79 eV

***

No. 3
Here is a structure of composition C25H23BeCl3F2N3O2 from the OMol25 dataset. Energies are from wB97M-V/def2-TZVPD.

Last column: Mulliken charge in e.
Cartesian coordinates (Å):
Be (-0.3086, -2.5720, 0.3978)  0.61
C (-0.5821, 4.5000, 0.4259)  -1.47
C (0.4630, 4.0334, -0.5469)  0.70
C (1.2325, 4.9349, -1.2696)  -0.62
C (2.2044, 4.5074, -2.1618)  -0.68
C (2.3954, 3.1480, -2.3552)  -0.84
C (1.6298, 2.2263, -1.6597)  0.03
C (0.6770, 2.6611, -0.7377)  -0.03
N (-0.1264, 1.7743, -0.0053)  0.33
C (0.1415, 0.4306, 0.2719)  0.40
N (1.4376, 0.1805, 0.5806)  -0.09
C (2.1164, -1.0659, 0.6591)  1.14
C (1.4391, -2.2854, 0.5649)  -0.49
C (2.2725, -3.4152, 0.6376)  -0.52
C (3.6470, -3.3491, 0.8008)  -1.41
C (4.2624, -2.1102, 0.8957)  -0.52
C (3.5089, -0.9503, 0.8273)  0.85
C (4.1878, 0.3911, 0.9475)  -1.50
N (-0.7821, -0.4535, 0.3508)  0.01
C (-2.1205, -0.0426, 0.1547)  -1.22
C (-2.7698, -0.2547, -1.0613)  -0.48
C (-4.0895, 0.1328, -1.2218)  -0.96
C (-4.7767, 0.7297, -0.1727)  -0.62
C (-4.1337, 0.9305, 1.0383)  -1.03
C (-2.8067, 0.5511, 1.2234)  1.96
C (-2.1089, 0.7621, 2.5378)  -1.34
H (-0.5706, 5.5857, 0.5132)  0.39
H (-0.4166, 4.0672, 1.4151)  0.28
H (-1.5896, 4.2062, 0.1165)  0.33
H (1.0684, 5.9956, -1.1178)  0.34
H (2.7971, 5.2295, -2.7074)  0.38
H (3.1334, 2.7946, -3.0636)  0.40
H (1.7605, 1.1675, -1.8349)  0.57
H (-1.1035, 2.0141, 0.0645)  0.31
H (2.0149, 0.9999, 0.6507)  0.15
H (1.8091, -4.3898, 0.5659)  0.52
H (4.2370, -4.2565, 0.8567)  0.36
H (5.3364, -2.0326, 1.0300)  0.29
H (5.2546, 0.2577, 1.1246)  0.37
H (3.7954, 0.9787, 1.7851)  0.37
H (4.0811, 1.0024, 0.0452)  0.27
H (-2.2280, -0.7549, -1.8497)  0.54
H (-4.5861, -0.0450, -2.1674)  0.40
H (-5.8109, 1.0266, -0.2926)  0.40
H (-4.6670, 1.3854, 1.8659)  0.40
H (-2.8178, 1.0761, 3.3044)  0.48
H (-1.3270, 1.5248, 2.4692)  0.17
H (-1.6199, -0.1559, 2.8642)  0.27
F (-1.0203, -3.3736, 2.8841)  -0.40
C (-1.5450, -2.9355, 1.6521)  0.27
F (-2.4489, -3.9501, 1.2925)  -0.35
H (-2.2129, -2.1095, 1.9430)  0.03
Cl (-0.0479, -5.4224, -3.3949)  -0.16
C (-1.4043, -4.6602, -2.5361)  0.67
Cl (-2.5317, -5.9059, -1.9846)  -0.14
Cl (-2.2428, -3.5690, -3.6513)  -0.17
C (-0.8400, -3.9137, -1.2963)  0.05
O (-1.0175, -2.6692, -1.2256)  -0.43
O (-0.2496, -4.5634, -0.4427)  -0.57

- Net charge: -1
- DFT total energy: -2876.4621 a.u.
- Energy above the lowest of the compared OMol25 structures with the same formula, charge and spin: 0.0000 eV
- Multiplicity: 1
- HOMO energy: -5.0 eV
- Frontier orbital gap: 7.39 eV

***

No. 4
Here is a structure of composition C25H23HfN7O5S4 in a non-equilibrium geometry from the OMol25 dataset. Energies are from wB97M-V/def2-TZVPD.

Last column: Mulliken charge in e.
Cartesian coordinates (Å):
Hf (0.2765, -1.0891, -0.9172)  0.38
N (0.6649, 5.2235, 4.0660)  -0.54
C (0.4939, 3.9372, 3.6112)  1.05
C (1.5034, 2.9819, 3.7876)  -0.93
C (1.3515, 1.7013, 3.2922)  -0.48
C (0.1908, 1.3631, 2.6099)  -0.58
C (-0.8153, 2.2982, 2.4185)  -0.10
C (-0.6669, 3.5760, 2.9237)  -0.85
S (0.0175, -0.2403, 1.9207)  1.25
O (-0.9871, -0.1356, 0.8332)  -0.31
O (-0.2239, -1.1789, 2.9701)  -0.74
N (1.2588, -0.5119, 0.9546)  0.34
C (2.6177, -0.6843, 0.9386)  0.85
N (2.9871, -0.8247, -0.3484)  -0.05
C (4.2725, -1.0165, -0.5784)  -0.14
C (5.1884, -1.0378, 0.4723)  -0.84
C (4.6884, -0.8427, 1.7494)  -0.34
N (3.3945, -0.6583, 2.0098)  -0.58
H (1.3682, 5.3769, 4.7665)  0.22
H (-0.1543, 5.7965, 4.1617)  0.22
H (2.4082, 3.2494, 4.3144)  0.32
H (2.1372, 0.9714, 3.4320)  0.54
H (-1.6949, 2.0328, 1.8503)  0.47
H (-1.4504, 4.3051, 2.7721)  0.33
H (4.5730, -1.1452, -1.6111)  0.50
H (6.2426, -1.1866, 0.2991)  0.39
H (5.3513, -0.8336, 2.6053)  0.46
S (0.9985, 0.1346, -5.3711)  -0.29
C (0.9607, -1.5774, -5.3979)  -0.42
C (0.9275, -2.1123, -4.1405)  -0.66
C (0.9457, -1.1452, -3.0946)  -0.97
C (0.9898, 0.1142, -3.6451)  0.92
C (0.9379, 1.3341, -2.8422)  1.14
C (0.9209, 2.6135, -3.3977)  -1.13
C (0.8937, 3.7058, -2.5535)  -0.56
C (0.8927, 3.5034, -1.1780)  -1.01
C (0.8818, 2.2025, -0.7050)  -0.18
N (0.8864, 1.1417, -1.5093)  0.54
H (0.9594, -2.1000, -6.3374)  0.47
H (0.8896, -3.1768, -3.9678)  0.39
H (0.9312, 2.7415, -4.4682)  0.42
H (0.8751, 4.7058, -2.9630)  0.43
H (0.8824, 4.3226, -0.4759)  0.51
H (0.8677, 2.0000, 0.3565)  0.45
C (-6.0638, -2.7097, -0.3959)  -1.23
C (-5.1357, -1.5357, -0.3884)  0.98
C (-5.3418, -0.4428, 0.4533)  -0.80
C (-4.4059, 0.5704, 0.3854)  -0.16
N (-3.3558, 0.5293, -0.4240)  -0.43
C (-3.2538, -0.5510, -1.1900)  0.49
S (-1.8536, -0.6920, -2.2680)  -0.46
N (-4.0930, -1.5822, -1.2045)  -0.46
H (-7.1018, -2.3936, -0.2928)  0.37
H (-5.8348, -3.3710, 0.4414)  0.27
H (-5.9432, -3.2742, -1.3178)  0.33
H (-6.1888, -0.3891, 1.1202)  0.39
H (-4.5024, 1.4563, 1.0063)  0.40
C (0.0741, -5.3077, -0.1311)  -1.09
S (0.5440, -3.6579, 0.2993)  1.32
O (1.3733, -3.0994, -0.8256)  -0.68
O (1.1714, -3.6852, 1.5787)  -0.54
O (-0.6886, -2.8136, 0.1493)  -0.68
H (0.9818, -5.8985, -0.2113)  0.38
H (-0.4663, -5.3032, -1.0698)  0.32
H (-0.5496, -5.6849, 0.6721)  0.38

- Net charge: 0
- DFT total energy: -3366.9215 a.u.
- Energy above the lowest of the compared OMol25 structures with the same formula, charge and spin: 0.9716 eV
- Multiplicity: 1
- HOMO energy: -7.9 eV
- Frontier orbital gap: 7.98 eV

***

Q: Number 4 is which compound?
A: C25H23HfN7O5S4

***

Q: The highest net charge belongs to which entry?
A: C25H23AsN3ReSbSe4

***

Q: Look up the DFT total energy of the third one.
A: -2876.4621 a.u.